This record from the Open Molecules 2025 dataset describes 2 unconnected molecules or ions with the total composition C9H14. The level of theory is ωB97M-V with the def2-TZVPD basis set.

Values from the calculation:
- Gap between HOMO and LUMO: 10.0 eV
- Highest occupied orbital energy: -8.96 eV
- SMILES: Cc1ccccc1.CC

Geometry (Å):
C (1.85797, -3.29219, 1.07556)
C (1.18952, -3.80279, -0.14736)
H (2.37887, -2.44072, 0.99927)
H (1.19190, -3.11769, 2.02465)
H (2.61753, -3.96754, 1.37209)
H (0.28417, -4.36082, 0.22064)
H (1.77861, -4.50057, -0.69691)
H (0.94659, -3.01231, -0.87375)
C (-1.49201, 3.07938, -2.07656)
C (0.01160, 0.74321, 1.34764)
C (0.30555, 2.05924, 1.06455)
C (-1.05268, 0.19050, 0.54595)
C (-0.19672, 2.84170, 0.09431)
C (-1.63419, 1.06725, -0.46110)
C (-1.11944, 2.37390, -0.83129)
H (0.51746, 0.17071, 2.04039)
H (0.97682, 2.51910, 1.76965)
H (-1.34254, -0.85532, 0.65563)
H (0.06865, 3.93019, 0.08446)
H (-2.38340, 0.48117, -1.13716)
H (-1.43136, 4.10316, -1.87052)
H (-2.56480, 3.03418, -2.27728)
H (-0.90810, 2.75623, -2.92286)

Here is what Löwdin gives for the atomic charges, in e: C -0.192; C -0.175; H 0.008; H 0.109; H 0.048; H 0.083; H 0.048; H 0.069; C -0.057; C -0.076; C -0.140; C -0.060; C -0.089; C -0.034; C -0.279; H 0.068; H 0.101; H 0.088; H 0.130; H 0.125; H 0.054; H 0.085; H 0.087

This record from the Open Molecules 2025 dataset describes 2 unconnected molecules or ions with the total composition C5H8N. The level of theory is ωB97M-V with the def2-TZVPD basis set.

Values from the calculation:
- Gap between HOMO and LUMO (alpha / beta): 6.7 / 6.7 eV
- Highest occupied orbital energy (alpha / beta): -13.73 / -13.73 eV
- Net charge: +1

Geometry (Å):
C (-0.53283, -0.95441, 1.66684)
C (0.23877, -1.53765, 0.75782)
C (1.06671, -1.35103, -1.45969)
C (-0.55427, 2.69870, -0.01378)
C (-0.47528, 1.59303, -0.63709)
N (0.52146, -0.90774, -0.42228)
H (-0.78153, -1.43981, 2.59272)
H (-0.94358, 0.02558, 1.47327)
H (0.68145, -2.52030, 0.91720)
H (1.24770, -0.68632, -2.29339)
H (1.37734, -2.38846, -1.58926)
H (-0.22286, 2.95846, 0.98494)
H (-1.00049, 3.56466, -0.51534)
H (-0.62258, 0.94527, -1.46197)

Here is what Löwdin gives for the atomic charges, in e: C 0.080; C -0.218; C 0.042; C 0.078; C 0.293; N -0.040; H 0.074; H 0.044; H 0.127; H 0.087; H 0.108; H 0.118; H 0.136; H 0.070

This record from the Open Molecules 2025 dataset describes a molecular structure, C33H32Cl3CsGeNO12. The level of theory is ωB97M-V with the def2-TZVPD basis set.

Values from the calculation:
- Gap between HOMO and LUMO (alpha / beta): 6.1 / 6.7 eV
- Highest occupied orbital energy (alpha / beta): -2.28 / -2.85 eV
- 2S+1: 2
- Net charge: -2

Geometry (Å):
Cs (-0.59906, 0.34172, 0.12626)
O (3.63866, 0.42092, -1.26305)
C (2.54557, -0.16324, -0.76166)
O (1.48597, -0.16077, -1.33603)
C (2.76227, -0.80273, 0.59773)
O (1.51833, -1.19797, 1.11860)
C (1.49892, -1.34820, 2.53457)
C (0.04756, -1.41304, 3.09792)
O (-0.08739, -2.16987, 4.08130)
O (-0.81191, -0.69075, 2.54236)
H (3.28904, 1.15751, -1.80677)
H (3.22771, -0.03287, 1.21711)
H (3.45172, -1.65568, 0.50142)
H (1.99969, -0.48747, 2.99697)
H (2.02143, -2.26733, 2.81883)
Cl (0.85243, 7.60341, 1.63749)
C (1.37342, 5.95155, 1.37124)
C (1.90782, 5.22145, 2.43950)
C (2.30233, 3.92777, 2.24978)
Cl (2.94272, 3.02987, 3.59803)
C (2.18667, 3.22537, 0.98687)
O (2.45726, 2.01758, 0.85836)
C (1.71279, 4.06305, -0.08877)
C (1.70285, 3.61982, -1.47605)
O (2.33947, 2.70992, -1.97749)
C (1.27180, 5.37416, 0.13193)
H (1.99807, 5.67008, 3.42008)
H (1.07601, 4.25485, -2.13755)
H (0.86678, 5.94242, -0.69807)
C (2.46761, -5.81753, -2.59201)
C (1.16681, -6.00831, -3.03656)
C (0.29491, -4.93118, -3.13082)
C (0.69666, -3.64066, -2.78754)
C (2.00874, -3.46815, -2.34722)
C (2.88616, -4.53870, -2.24862)
Ge (-0.51534, -2.09445, -2.88929)
C (-2.23359, -2.62001, -3.66352)
C (-2.99532, -3.66208, -3.13021)
C (-4.22488, -4.00341, -3.67640)
C (-4.72796, -3.29861, -4.76157)
C (-3.99137, -2.24807, -5.29126)
C (-2.75919, -1.91435, -4.74623)
C (0.30929, -0.81929, -4.14145)
C (-0.06184, 0.52270, -4.19175)
C (0.55080, 1.40127, -5.07352)
C (1.55193, 0.95701, -5.92645)
C (1.93397, -0.37700, -5.89081)
C (1.31711, -1.25214, -5.00567)
H (3.14933, -6.65651, -2.51383)
H (0.82488, -7.00001, -3.31132)
H (-0.71619, -5.10776, -3.48016)
H (2.35958, -2.47888, -2.07993)
H (3.89833, -4.36928, -1.89969)
H (-2.62700, -4.19741, -2.26251)
H (-4.79593, -4.81557, -3.24035)
H (-5.69374, -3.55608, -5.18083)
H (-4.37936, -1.67469, -6.12511)
H (-2.20707, -1.08141, -5.16606)
H (-0.83401, 0.90385, -3.53417)
H (0.25246, 2.44249, -5.07264)
H (2.03748, 1.64889, -6.60507)
H (2.71827, -0.73831, -6.54697)
H (1.63898, -2.28812, -4.98787)
C (-0.68345, -4.79192, 1.88796)
N (-1.85673, -3.95466, 1.72421)
C (-2.60583, -3.70152, 2.94390)
C (-2.00826, -3.23962, 0.58178)
C (-3.06131, -2.15828, 0.57068)
O (-1.28899, -3.43338, -0.39895)
H (-0.97865, -5.82040, 2.12282)
H (-0.07377, -4.40217, 2.70740)
H (-0.11254, -4.78418, 0.96400)
H (-2.76187, -4.65682, 3.45378)
H (-3.58289, -3.28569, 2.71664)
H (-2.05349, -3.02531, 3.60216)
H (-4.05206, -2.53980, 0.82140)
H (-3.09328, -1.69851, -0.41432)
H (-2.78114, -1.42668, 1.33298)
O (-2.39257, 2.15115, -0.56105)
Cl (-3.11507, 1.47333, -1.62503)
O (-4.47770, 1.26340, -1.23809)
O (-3.03722, 2.24871, -2.83089)
O (-2.46708, 0.17760, -1.84510)

Here is what Löwdin gives for the atomic charges, in e: Cs 1.578; O 0.100; C -0.558; O -0.171; C -0.145; O -0.267; C -0.119; C -0.692; O -0.060; O -0.256; H 0.088; H 0.118; H 0.139; H 0.126; H 0.118; Cl 0.577; C -0.689; C -0.156; C -0.574; Cl 0.654; C -0.418; O -0.040; C -0.120; C -0.200; O 0.021; C -0.091; H 0.095; H 0.122; H 0.105; C -0.117; C -0.106; C -0.103; C -0.296; C -0.100; C -0.094; Ge 1.122; C -0.289; C -0.122; C -0.102; C -0.116; C -0.098; C -0.097; C -0.304; C -0.102; C -0.081; C -0.108; C -0.106; C -0.110; H 0.088; H 0.090; H 0.087; H 0.091; H 0.096; H 0.085; H 0.092; H 0.088; H 0.093; H 0.095; H 0.081; H 0.102; H 0.089; H 0.089; H 0.090; C -0.037; N -0.134; C -0.048; C -0.486; C -0.011; O -0.030; H 0.080; H 0.084; H 0.082; H 0.083; H 0.074; H 0.072; H 0.081; H 0.059; H 0.064; O -0.578; Cl 0.606; O -0.337; O -0.346; O -0.590

Electronic energy for the records above, in order: -351.2706; -249.6144; -5711.8660 a.u.
ΔE to the lowest compared entry with this formula, charge and spin for the records above, in order: 37.39; 132.25; 30.97 kcal/mol